Computed, not measured: the molecule C3H9NO2S in a non-equilibrium geometry, with the ωB97M-V functional and the def2-TZVPD basis.

The geometry in XYZ format:
```
16
C3H9NO2S the ωB97M-V functional and the def2-TZVPD basis
C 1.59865 -0.19252 0.59373
C -0.65168 -0.15253 1.43001
C -0.29637 0.79413 -0.54848
N 0.39058 0.57847 0.67923
O 0.46919 1.25470 -1.53847
O -0.60111 -0.72243 -2.58627
S -1.59919 -0.47670 -1.53654
H 1.68882 -0.35631 -0.40190
H 2.38474 0.54514 0.85636
H 1.65926 -0.96148 1.45215
H -0.71718 0.12159 2.46148
H -1.61816 0.03113 0.95680
H -0.65194 -1.28512 1.37340
H -1.26634 -1.45194 -0.55028
H -1.06114 1.66519 -0.33994
H 0.27188 0.60869 -2.30126
```

Properties
E_HOMO = -0.3182 Eh
relative energy (zero: lowest compared OMol25 entry of this formula, charge and spin) = 466.58 kJ/mol
lowest unoccupied orbital energy = 0.508 eV
frontier orbital gap = 9.166 eV
net charge = 0
M = 123.177 g mol⁻¹

Computed, not measured: a 2-piece molecular cluster, C3H9NO2S overall in a non-equilibrium geometry, with the ωB97M-V functional and the def2-TZVPD basis.

The geometry in XYZ format:
```
16
C3H9NO2S the ωB97M-V functional and the def2-TZVPD basis
O 2.79917 -0.85139 0.63250
C 1.94243 -0.04506 0.82637
C 0.97265 0.49807 -0.28413
C 0.01692 -0.64902 -0.47454
S -1.42304 -0.29828 -1.60807
N 0.45378 1.79526 0.11598
H 1.59318 0.22300 1.84242
H 1.62636 0.71986 -1.13020
H -0.31232 -0.88136 0.54188
H 0.42002 -1.53516 -0.94725
H -2.27771 -0.96726 -0.82606
H 0.87569 2.47825 -0.45932
H -0.47676 1.95791 0.41643
H -2.00777 0.74911 1.62760
H -2.62005 -0.01068 2.78660
O -2.08978 -0.14174 1.99199
```

Properties
E_HOMO = -0.3342 Eh
relative energy (zero: lowest compared OMol25 entry of this formula, charge and spin) = 210.86 kJ/mol
SMILES = N[C@@H](C=O)CS.O
lowest unoccupied orbital energy = 0.425 eV
frontier orbital gap = 9.518 eV
net charge = 0
M = 123.177 g mol⁻¹

Computed, not measured: a 2-piece molecular cluster, C3H9NO2S2 overall in a non-equilibrium geometry, with the ωB97M-V functional and the def2-TZVPD basis.

The geometry in XYZ format:
```
17
C3H9NO2S2 the ωB97M-V functional and the def2-TZVPD basis
S -1.92635 -2.69395 -2.34279
S -1.25786 -0.92150 -2.69779
C 0.32474 -0.52932 -1.68047
C 0.08766 0.70568 -0.79869
C 1.20420 1.26838 0.02912
N 1.83510 0.57461 1.08013
O 1.41795 2.47739 -0.02867
H -2.89725 -2.67893 -1.46365
H 0.39746 -1.43212 -1.09917
H 1.06785 -0.39411 -2.43559
H -0.51983 0.43251 0.00317
H -0.44369 1.51047 -1.18145
H 1.82879 -0.37860 1.03672
H 2.66620 1.08061 1.47688
H -0.59364 0.56508 3.60785
H -2.00812 0.39310 3.35863
O -1.18322 0.02070 3.13577
```

Properties
E_HOMO = -0.3366 Eh
relative energy (zero: lowest compared OMol25 entry of this formula, charge and spin) = 131.55 kJ/mol
SMILES = NC(=O)CCSS.O
lowest unoccupied orbital energy = 0.548 eV
frontier orbital gap = 9.707 eV
net charge = 0
M = 155.244 g mol⁻¹

Computed, not measured: a 2-piece molecular cluster, C3H9NO2S2 overall in a non-equilibrium geometry, with the ωB97M-V functional and the def2-TZVPD basis.

The geometry in XYZ format:
```
17
C3H9NO2S2 the ωB97M-V functional and the def2-TZVPD basis
N -0.56588 1.23993 -0.88877
C -1.31534 0.47696 0.14922
C -1.76083 1.46419 1.21002
O -2.32356 1.22417 2.24617
C -0.48863 -0.66273 0.76757
S -0.61239 -2.21497 -0.21281
S 1.23528 -2.47764 -1.10773
H 0.21046 1.58875 -0.34731
H -0.32653 0.60849 -1.63478
H -2.20771 -0.00388 -0.27804
H -1.69914 2.49003 0.80658
H -0.76200 -0.81667 1.81021
H 0.54813 -0.31929 0.73926
H 0.95594 -2.34633 -2.39008
H 2.42041 -0.58374 -0.24629
H 3.75675 0.16363 -0.04939
O 2.93503 0.16910 -0.57384
```

Properties
E_HOMO = -0.3365 Eh
relative energy (zero: lowest compared OMol25 entry of this formula, charge and spin) = 155.23 kJ/mol
SMILES = N[C@H](C=O)CSS.O
lowest unoccupied orbital energy = 0.236 eV
frontier orbital gap = 9.393 eV
net charge = 0
M = 155.244 g mol⁻¹

Computed, not measured: a 2-piece molecular cluster, C3H9NO2Si overall in a non-equilibrium geometry, with the ωB97M-V functional and the def2-TZVPD basis.

The geometry in XYZ format:
```
16
C3H9NO2Si the ωB97M-V functional and the def2-TZVPD basis
C 0.36236 0.81685 1.93301
C 1.43806 -2.46219 -0.65442
C -0.26379 1.75993 -1.30246
N -1.84432 -0.44492 0.06469
O -2.35176 -0.48145 -1.08838
O -2.36275 -1.14183 0.92312
Si -0.45050 0.62452 0.24241
H 1.46138 0.92343 1.90586
H 0.08487 1.77504 2.26170
H 0.19628 -0.08839 2.54236
H 0.33809 -2.64621 -0.69163
H 2.24051 -2.21647 -1.38737
H 1.78064 -2.02234 0.29448
H -1.15758 2.18340 -1.64408
H 0.67577 2.37415 -1.33027
H -0.14726 1.04648 -2.06902
```

Properties
E_HOMO (alpha / beta) = -0.3372 / -0.2742 Eh
relative energy (zero: lowest compared OMol25 entry of this formula, charge and spin) = 931.08 kJ/mol
lowest unoccupied orbital energy (alpha / beta) = -0.888 / -0.425 eV
frontier orbital gap (alpha / beta) = 8.286 / 7.037 eV
net charge = 0
M = 119.196 g mol⁻¹

Computed, not measured: a 2-piece molecular cluster, C3H9NO2Si overall in a non-equilibrium geometry, with the ωB97M-V functional and the def2-TZVPD basis.

The geometry in XYZ format:
```
16
C3H9NO2Si the ωB97M-V functional and the def2-TZVPD basis
C 0.21670 0.24219 -1.84277
C 0.04546 -2.10852 0.09273
C -1.43934 0.54274 0.65646
N 1.81516 3.32136 2.11207
O 2.16072 2.24659 2.01734
O 1.50519 0.30471 0.80033
Si 0.24975 -0.18317 0.05172
H 0.02890 1.30168 -1.96218
H 1.18520 0.00902 -2.26310
H -0.54987 -0.32047 -2.36209
H 1.03231 -2.55004 0.17367
H -0.53000 -2.39181 0.96580
H -0.44198 -2.48788 -0.79709
H -2.14143 0.67182 -0.15797
H -1.88528 -0.10592 1.40178
H -1.25148 1.50770 1.11330
```

Properties
E_HOMO (alpha / beta) = -0.3169 / -0.3160 Eh
relative energy (zero: lowest compared OMol25 entry of this formula, charge and spin) = 682.42 kJ/mol
lowest unoccupied orbital energy (alpha / beta) = -3.716 / -3.714 eV
frontier orbital gap (alpha / beta) = 4.907 / 4.885 eV
net charge = 0
M = 119.196 g mol⁻¹

Computed, not measured: C3H9NO2V as an isolated structure in a non-equilibrium geometry, with the ωB97M-V functional and the def2-TZVPD basis.

The geometry in XYZ format:
```
16
C3H9NO2V the ωB97M-V functional and the def2-TZVPD basis
V -0.22083 0.36797 -0.67383
C -0.47260 0.01023 -3.09972
H 0.61094 0.18286 -2.90826
H -0.58978 -1.00022 -3.51757
H -0.90591 0.75004 -3.79060
H -1.18027 -0.00332 -2.15962
H -1.66720 -0.34810 -0.85901
N -0.27549 -0.79121 1.24580
C 0.65427 -0.19845 2.23298
C 1.03925 1.27098 1.87374
O 1.37476 1.88789 2.88058
O 1.04351 1.56928 0.61148
H -1.20066 -0.91762 1.67211
H 0.01087 -1.76512 1.14402
H 0.19821 -0.23769 3.22212
H 1.58092 -0.77752 2.12579
```

Properties
E_HOMO (alpha / beta) = -0.3068 / -0.3308 Eh
relative energy (zero: lowest compared OMol25 entry of this formula, charge and spin) = 0.72 kJ/mol
lowest unoccupied orbital energy (alpha / beta) = 0.261 / -0.204 eV
multiplicity = 4
frontier orbital gap (alpha / beta) = 8.609 / 8.797 eV
<S²> = 3.7679
net charge = 0
M = 142.054 g mol⁻¹

Computed, not measured: C3H9NO3 as an isolated structure, with the ωB97M-V functional and the def2-TZVPD basis.

The geometry in XYZ format:
```
16
C3H9NO3 the ωB97M-V functional and the def2-TZVPD basis
C 2.17338 0.51089 -0.31239
O 1.67192 0.33725 -1.48890
O 0.02554 -0.68463 -1.53919
H 0.54081 -1.42012 -1.89085
H 1.27146 0.06275 0.61607
H 3.02720 -0.12263 -0.02689
H 2.17331 1.54364 0.07256
C -1.18503 1.03785 0.17454
C -0.75121 -0.28297 0.72986
N -1.64755 -1.26058 0.82623
O 0.37360 -0.44082 1.29435
H -2.49656 -1.21520 0.28694
H -1.32531 -2.16803 1.12583
H -1.42514 1.69617 1.01358
H -2.05165 0.93782 -0.47510
H -0.37478 1.46862 -0.40664
```

Properties
E_HOMO (alpha / beta) = -0.3350 / -0.2870 Eh
relative energy (zero: lowest compared OMol25 entry of this formula, charge and spin) = 548.69 kJ/mol
lowest unoccupied orbital energy (alpha / beta) = 0.067 / 0.151 eV
frontier orbital gap (alpha / beta) = 9.182 / 7.961 eV
net charge = 0
M = 107.109 g mol⁻¹

Computed, not measured: a 3-piece molecular cluster, C3H9NO3 overall in a non-equilibrium geometry, with the ωB97M-V functional and the def2-TZVPD basis.

The geometry in XYZ format:
```
16
C3H9NO3 the ωB97M-V functional and the def2-TZVPD basis
O 1.65296 -2.04858 -1.22178
C 2.30303 -1.03651 -0.97585
C 1.90616 0.34363 -0.87588
C -2.52252 0.76567 1.38009
O -1.53839 0.92370 0.44239
N 0.63590 0.75622 -1.21663
H 3.27797 -1.10937 -0.50733
H 2.67588 1.08472 -0.73271
H -3.54162 0.65180 0.94786
H -2.41342 -0.12932 1.99770
H -2.58717 1.65412 2.03292
H 0.02371 1.18589 -0.52914
H 0.44234 0.79137 -2.20806
H 0.55263 -1.50742 0.05588
H -0.67766 -0.74242 0.72806
O -0.18979 -1.58351 0.68250
```

Properties
E_HOMO = -0.3037 Eh
relative energy (zero: lowest compared OMol25 entry of this formula, charge and spin) = 760.08 kJ/mol
lowest unoccupied orbital energy = -4.290 eV
frontier orbital gap = 3.975 eV
net charge = 0
M = 107.109 g mol⁻¹

Computed, not measured: a 2-piece molecular cluster, C3H9NO3 overall, with the ωB97M-V functional and the def2-TZVPD basis.

The geometry in XYZ format:
```
16
C3H9NO3 the ωB97M-V functional and the def2-TZVPD basis
C -1.11430 0.52587 -0.36529
C -0.10405 0.04718 -1.28499
C 1.89614 -0.03325 1.90845
N -0.10344 -1.19028 -1.72963
O 0.94400 0.01910 0.90068
O -1.48421 1.87288 -0.49501
O -2.22012 -0.36060 -0.33717
H -2.54371 -0.39642 0.56952
H -2.04780 1.96122 -1.27555
H -0.37234 0.42692 0.60126
H 0.68621 0.71704 -1.58632
H 0.72196 -1.59711 -2.13952
H -0.82832 -1.81023 -1.39314
H 2.79493 -0.58776 1.58240
H 1.53120 -0.55803 2.80994
H 2.24383 0.96348 2.23439
```

Properties
E_HOMO (alpha / beta) = -0.2846 / -0.2846 Eh
relative energy (zero: lowest compared OMol25 entry of this formula, charge and spin) = 416.53 kJ/mol
lowest unoccupied orbital energy (alpha / beta) = 0.076 / 0.076 eV
frontier orbital gap (alpha / beta) = 7.820 / 7.819 eV
net charge = 0
M = 107.109 g mol⁻¹

Computed, not measured: a 2-piece molecular cluster, C3H9NO3 overall in a non-equilibrium geometry, with the ωB97M-V functional and the def2-TZVPD basis.

The geometry in XYZ format:
```
16
C3H9NO3 the ωB97M-V functional and the def2-TZVPD basis
C -1.80766 1.30442 -0.16540
N -1.41593 -0.18680 0.25388
C -0.02459 -0.52615 -0.03830
C 0.40796 -1.92554 -0.46739
O 1.79252 -2.05029 -0.22798
O -0.24468 -2.91681 -0.75414
H -2.82766 1.36960 0.25114
H -0.95562 1.95995 0.24011
H -1.72075 1.30090 -1.28439
H -2.13875 -0.86250 -0.04889
H 0.06288 0.14410 -0.96036
H 0.56933 -0.22619 0.75710
H 2.01527 -2.97425 -0.49221
H 1.78322 2.09530 0.29306
H 2.46754 2.00734 1.66335
O 2.03690 1.48692 0.98041
```

Properties
E_HOMO = -0.3170 Eh
relative energy (zero: lowest compared OMol25 entry of this formula, charge and spin) = 213.54 kJ/mol
SMILES = CNCC(=O)O.O
lowest unoccupied orbital energy = 0.586 eV
frontier orbital gap = 9.213 eV
net charge = 0
M = 107.109 g mol⁻¹

Computed, not measured: a 2-piece molecular cluster, C3H9NO3 overall in a non-equilibrium geometry, with the ωB97M-V functional and the def2-TZVPD basis.

The geometry in XYZ format:
```
16
C3H9NO3 the ωB97M-V functional and the def2-TZVPD basis
C -0.44612 0.41079 0.54733
C 0.20368 1.56629 1.45748
O -0.76336 2.54665 1.65195
C 0.61090 -0.55592 0.33356
N 0.96836 -0.64922 -0.96190
O 0.89494 -1.36715 1.22493
H -1.27496 -0.14192 0.91725
H -0.72856 0.89216 -0.36452
H 1.05393 1.94375 0.96434
H 0.51236 1.06304 2.40911
H -0.36287 3.32469 1.98885
H 1.72405 -1.27414 -1.16097
H 0.24074 -1.09432 -1.52223
H -0.89133 -0.91804 -3.66020
H -1.94018 -2.37962 -3.44600
O -1.04690 -1.85425 -3.30470
```

Properties
E_HOMO = -0.3542 Eh
relative energy (zero: lowest compared OMol25 entry of this formula, charge and spin) = 207.38 kJ/mol
SMILES = NC(=O)CCO.O
lowest unoccupied orbital energy = 0.440 eV
frontier orbital gap = 10.079 eV
net charge = 0
M = 107.109 g mol⁻¹